(1)
The following is a quantum chemistry calculation of 2 unconnected molecules or ions with the total composition C3H6NO2, from the Open Molecules 2025 dataset.

XYZ file:
```
12
C3H6NO2 the ωB97M-V functional and the def2-TZVPD basis
O -1.548 0.870 -0.769
C -1.009 1.095 -1.881
O 0.113 0.742 -2.286
H -1.652 1.703 -2.580
C -0.377 -0.797 1.397
C 1.676 -0.297 0.440
N 1.058 -1.015 1.277
H -0.862 -1.521 0.741
H -0.668 0.200 1.068
H -0.653 -0.987 2.437
H 2.693 -0.581 0.174
H 1.230 0.589 -0.020
```

HOMO-LUMO gap in eV: 8.50
Net charge: -1
Calculated total energy in eV: -8793.8344
Highest occupied orbital energy in eV: -4.07
ΔE to the lowest compared entry with this formula, charge and spin in kJ/mol: 133.39
E_LUMO in eV: 4.43



(2)
The following is a quantum chemistry calculation of a gas-phase ion, C6H16FNO3PS (charge +1), from the Open Molecules 2025 dataset.

XYZ file:
```
29
C6H16FNO3PS the ωB97M-V functional and the def2-TZVPD basis
C 3.309 -1.047 0.739
C 2.737 0.175 0.042
O 1.370 -0.118 -0.381
P 0.589 1.034 -1.142
O 1.326 1.806 -2.129
C -0.728 0.116 -1.997
C -1.866 -0.656 -1.311
S -1.379 -2.313 -0.907
N -0.747 -2.208 0.571
F -2.815 -2.931 -0.692
O -0.076 1.958 -0.039
C -0.599 1.492 1.213
C -1.977 2.072 1.435
H 2.516 -1.709 1.085
H 3.927 -0.747 1.583
H 3.945 -1.621 0.066
H 2.726 1.044 0.704
H 3.318 0.451 -0.836
H -0.201 -0.551 -2.684
H -1.196 0.901 -2.597
H -2.654 -0.846 -2.048
H -2.332 -0.168 -0.455
H -0.279 -3.077 0.822
H -1.417 -1.956 1.298
H -0.610 0.401 1.236
H 0.090 1.814 1.995
H -2.617 1.884 0.568
H -2.441 1.645 2.324
H -1.920 3.155 1.538
```

HOMO-LUMO gap in eV: 9.64
Net charge: +1
Calculated total energy in eV: -36950.0119
Highest occupied orbital energy in eV: -13.96
E_LUMO in eV: -4.32



(3)
The following is a quantum chemistry calculation of a molecular structure, C31H29MoN8OSSi, from the Open Molecules 2025 dataset.

XYZ file:
```
72
C31H29MoN8OSSi the ωB97M-V functional and the def2-TZVPD basis
Mo -0.391 0.177 -0.635
C 4.119 -0.300 -1.315
C 2.743 -0.472 -1.463
N 1.889 0.411 -0.944
C 2.405 1.494 -0.312
C 3.774 1.599 -0.121
N 4.620 0.701 -0.613
C 1.431 2.549 0.000
C 1.717 3.838 0.391
C 0.685 4.786 0.459
C -0.595 4.404 0.022
C -0.810 3.106 -0.380
N 0.171 2.187 -0.294
C -1.995 2.605 -1.107
C -3.147 3.334 -1.341
N -4.123 2.879 -2.123
C -3.966 1.700 -2.694
C -2.839 0.916 -2.445
N -1.867 1.360 -1.651
C 0.947 6.161 0.899
C 2.161 6.788 0.627
C 2.339 8.095 1.060
N 1.419 8.768 1.740
C 0.267 8.165 2.010
C -0.026 6.871 1.602
H 4.810 -1.003 -1.764
H 2.338 -1.319 -1.998
H 4.205 2.423 0.434
H 2.726 4.133 0.643
H -1.374 5.150 -0.052
H -3.298 4.308 -0.893
H -4.748 1.343 -3.353
H -2.729 -0.069 -2.876
H 2.943 6.305 0.055
H 3.261 8.621 0.847
H -0.457 8.739 2.576
H -0.975 6.426 1.872
S 0.021 -6.294 -2.144
C -0.017 -4.618 -1.790
C -0.858 -3.801 -2.576
C -0.912 -2.457 -2.347
N -0.181 -1.833 -1.388
C 0.620 -2.622 -0.624
C 0.730 -3.975 -0.780
C 1.165 -6.936 -0.940
C 2.466 -7.227 -1.314
C 3.307 -7.767 -0.345
N 2.923 -8.008 0.902
C 1.663 -7.745 1.236
C 0.735 -7.212 0.351
H -1.462 -4.229 -3.364
H -1.547 -1.827 -2.954
H 1.187 -2.131 0.162
H 1.386 -4.537 -0.131
H 2.821 -7.055 -2.322
H 4.332 -8.016 -0.592
H 1.377 -7.979 2.254
H -0.289 -7.045 0.656
C -3.161 -2.447 1.282
Si -2.485 -0.903 2.035
C -1.281 -1.125 3.411
C -3.706 0.463 2.249
O -1.429 -0.238 0.649
H -4.097 -2.697 1.788
H -2.488 -3.297 1.399
H -3.398 -2.329 0.223
H -1.841 -1.262 4.341
H -0.636 -0.257 3.558
H -0.656 -2.010 3.277
H -4.176 0.348 3.230
H -4.501 0.431 1.503
H -3.246 1.453 2.240
```

HOMO-LUMO gap in eV: 5.17
Net charge: +3
Calculated total energy in eV: -67131.5253
Highest occupied orbital energy in eV: -15.91
ΔE to the lowest compared entry with this formula, charge and spin in kJ/mol: 81.39
E_LUMO in eV: -10.75



(4)
The following is a quantum chemistry calculation of 2 unconnected molecules or ions with the total composition C3H11NS at a distorted geometry, from the Open Molecules 2025 dataset.

XYZ file:
```
16
C3H11NS the ωB97M-V functional and the def2-TZVPD basis
C -0.813 -2.812 0.306
S -1.087 -1.176 1.049
H -0.450 -2.734 -0.719
H -0.083 -3.333 0.917
H -1.751 -3.365 0.322
C 1.397 0.786 -1.375
N 1.250 2.186 -0.897
C 0.154 2.298 0.101
H 1.884 0.744 -2.346
H 1.992 0.219 -0.664
H 0.423 0.300 -1.415
H 1.108 2.874 -1.636
H 2.090 2.527 -0.428
H -0.814 2.046 -0.328
H 0.030 3.311 0.473
H 0.288 1.485 0.820
```

HOMO-LUMO gap in eV: 4.41
Calculated total energy in eV: -15611.6805
Highest occupied orbital energy in eV: -5.24
ΔE to the lowest compared entry with this formula, charge and spin in kJ/mol: 296.24
E_LUMO in eV: -0.83



(5)
The following is a quantum chemistry calculation of C4H4N2 in the gas phase at a distorted geometry, from the Open Molecules 2025 dataset.

XYZ file:
```
10
C4H4N2 the ωB97M-V functional and the def2-TZVPD basis
N -0.513 -1.277 -0.567
C -0.269 0.570 0.714
C 0.500 -0.435 0.042
C 1.769 -0.127 0.143
C -0.772 1.725 0.064
N -1.156 2.726 -0.385
H -0.550 -1.424 -1.558
H -1.145 -1.891 -0.052
H -0.720 0.309 1.668
H 2.857 -0.175 -0.068
```

HOMO-LUMO gap (alpha / beta) in eV: 8.31 / 8.41
Calculated total energy in eV: -7187.3379
Highest occupied orbital energy (alpha / beta) in eV: -8.75 / -9.14
ΔE to the lowest compared entry with this formula, charge and spin in kJ/mol: 516.26
E_LUMO (alpha / beta) in eV: -0.43 / -0.73



(6)
The following is a quantum chemistry calculation of a molecular structure, C17H35CuO16V at a distorted geometry, from the Open Molecules 2025 dataset.

XYZ file:
```
70
C17H35CuO16V the ωB97M-V functional and the def2-TZVPD basis
V 0.329 -2.288 2.381
Cu 0.001 -3.019 -1.153
C 1.279 0.811 -0.225
C -0.011 -0.053 -0.149
O 0.255 -1.324 0.388
H 1.948 0.901 0.628
H 0.895 1.818 -0.408
H 1.813 0.517 -1.129
H -0.556 -0.045 -1.094
H -0.661 0.544 0.504
C 4.186 -2.372 4.724
O 4.644 -2.866 3.458
C 3.780 -2.901 2.490
O 2.577 -2.733 2.521
O 4.471 -3.098 1.331
C 3.746 -3.025 0.090
H 3.430 -3.072 5.085
H 3.852 -1.338 4.739
H 5.026 -2.550 5.391
H 2.704 -2.725 0.184
H 3.925 -3.934 -0.482
H 4.264 -2.257 -0.486
C 3.655 1.625 -3.025
O 4.144 2.942 -3.108
C 3.354 3.840 -3.698
O 2.625 3.629 -4.642
O 3.511 5.004 -3.132
C 2.717 6.134 -3.452
H 2.565 1.579 -2.994
H 3.998 1.061 -2.159
H 3.973 1.083 -3.918
H 3.228 6.993 -3.035
H 1.697 5.954 -3.108
H 2.609 6.159 -4.539
C -3.522 -5.780 -2.662
O -3.996 -4.456 -2.472
C -3.157 -3.466 -2.254
O -1.946 -3.509 -2.341
O -3.845 -2.428 -1.786
C -3.108 -1.382 -1.207
H -4.303 -6.474 -2.355
H -2.569 -5.993 -2.182
H -3.427 -6.096 -3.704
H -3.700 -0.516 -0.915
H -2.349 -1.024 -1.904
H -2.622 -1.681 -0.271
C -2.753 0.487 3.026
O -3.571 -0.591 2.550
C -3.047 -1.789 2.511
O -1.848 -2.041 2.729
O -3.925 -2.617 2.056
C -3.543 -3.951 1.712
H -3.228 1.383 2.632
H -1.796 0.500 2.502
H -2.687 0.438 4.110
H -4.455 -4.536 1.646
H -2.908 -4.419 2.465
H -2.957 -3.987 0.793
C -1.288 5.153 2.446
O -1.025 4.574 1.179
C -1.881 3.654 0.708
O -2.850 3.202 1.258
O -1.709 3.419 -0.591
C -0.728 4.128 -1.390
H -1.863 6.076 2.375
H -0.292 5.345 2.839
H -1.888 4.478 3.056
H 0.230 3.843 -0.945
H -0.741 5.190 -1.151
H -0.677 3.876 -2.442
```

Expectation value of S²: 3.756
HOMO-LUMO gap (alpha / beta) in eV: 6.33 / 6.33
Net charge: +2
Calculated total energy in eV: -121266.0711
Highest occupied orbital energy (alpha / beta) in eV: -14.05 / -14.05
ΔE to the lowest compared entry with this formula, charge and spin in kJ/mol: 0.00
2S+1: 4
E_LUMO (alpha / beta) in eV: -7.72 / -7.71